Entry from the Open Molecules 2025 dataset: 12 unconnected molecules or ions with the total composition C51H99O34P5 in a non-equilibrium geometry (ωB97M-V with the def2-TZVPD basis set).

Its LUMO energy is 0.2 eV.

Structure (ORCA input):
```
! RIJCOSX wB97M-V def2-TZVPD def2/J DEFGRID3
* xyz 0 1
C -1.847 8.145 -0.414
O -2.003 9.162 0.651
P -3.433 9.728 1.135
O -3.380 10.667 2.303
O -3.858 10.432 -0.275
C -5.034 11.070 -0.577
O -4.392 8.501 1.200
C -5.300 8.230 2.291
H -1.124 8.435 -1.176
H -2.809 7.724 -0.706
H -1.355 7.329 0.116
H -5.548 11.012 -1.537
H -4.866 12.147 -0.600
H -5.811 10.730 0.108
H -6.309 8.516 1.997
H -5.099 8.922 3.109
H -5.171 7.226 2.697
C 7.696 2.644 -6.721
O 8.595 1.675 -7.291
P 8.483 1.463 -8.939
O 7.057 1.374 -9.352
O 9.268 0.022 -9.270
C 10.689 -0.140 -9.170
O 9.316 2.712 -9.551
C 9.820 2.641 -10.967
H 8.377 3.197 -6.073
H 6.961 2.154 -6.083
H 7.089 3.272 -7.373
H 10.958 -0.971 -8.517
H 11.034 0.700 -8.566
H 11.183 -0.265 -10.134
H 10.816 3.078 -10.892
H 9.161 3.147 -11.672
H 9.968 1.651 -11.398
C -11.366 -0.108 -2.654
O -10.695 -1.151 -3.221
P -9.604 -1.976 -2.340
O -9.813 -1.967 -0.899
O -8.174 -1.427 -2.919
C -7.738 -0.028 -2.911
O -9.832 -3.463 -3.012
C -8.824 -4.418 -3.051
H -12.382 -0.457 -2.473
H -11.412 0.649 -3.437
H -11.134 0.324 -1.681
H -6.663 -0.096 -3.078
H -7.925 0.446 -1.947
H -8.253 0.445 -3.747
H -9.128 -5.406 -2.706
H -7.964 -4.081 -2.472
H -8.409 -4.601 -4.042
C -4.001 5.974 -6.400
O -3.122 4.861 -6.223
P -2.165 4.446 -7.443
O -0.952 5.260 -7.595
O -1.903 2.846 -7.200
C -0.634 2.185 -7.281
O -3.181 4.456 -8.737
C -3.299 5.410 -9.675
H -4.963 5.551 -6.689
H -3.652 6.607 -7.215
H -4.064 6.578 -5.494
H -0.545 1.406 -6.524
H 0.208 2.872 -7.375
H -0.583 1.597 -8.197
H -2.383 6.001 -9.685
H -4.106 6.143 -9.695
H -3.306 4.832 -10.599
C 6.089 -5.091 -4.799
O 6.322 -6.245 -3.905
P 7.863 -6.764 -3.717
O 8.978 -5.781 -3.611
O 7.695 -7.664 -2.332
C 7.078 -7.101 -1.213
O 7.964 -7.878 -4.874
C 7.209 -9.046 -4.840
H 6.979 -4.550 -5.118
H 5.390 -4.529 -4.180
H 5.497 -5.473 -5.632
H 6.179 -7.622 -0.885
H 6.746 -6.063 -1.247
H 7.737 -7.232 -0.356
H 7.827 -9.943 -4.883
H 6.384 -9.177 -5.540
H 6.892 -9.199 -3.809
O 10.392 0.339 -1.253
C 11.533 1.101 -1.057
C 12.695 0.951 -1.815
C 13.818 1.753 -1.573
C 13.840 2.630 -0.482
O 14.969 3.278 -0.265
C 12.635 2.884 0.157
C 11.517 2.039 -0.011
H 10.667 -0.473 -1.685
H 12.633 0.156 -2.544
H 14.739 1.637 -2.124
H 14.925 4.097 0.234
H 12.685 3.610 0.955
H 10.611 2.221 0.548
O 1.839 0.061 0.364
C 0.870 0.450 1.251
C 1.254 1.125 2.473
C 0.210 1.661 3.224
C -1.164 1.267 3.044
O -2.144 1.699 3.817
C -1.440 0.460 1.954
C -0.468 0.111 0.996
H 2.675 0.357 0.731
H 2.300 1.153 2.740
H 0.473 2.288 4.063
H -1.830 2.445 4.334
H -2.411 -0.007 1.883
H -0.698 -0.392 0.069
O -2.567 2.802 11.770
C -2.559 3.988 11.058
C -1.300 4.568 10.804
C -1.241 5.696 9.999
C -2.427 6.284 9.526
O -2.287 7.245 8.553
C -3.657 5.704 9.807
C -3.751 4.508 10.454
H -1.701 2.789 12.183
H -0.405 4.189 11.275
H -0.294 6.176 9.797
H -2.878 7.996 8.650
H -4.623 6.121 9.561
H -4.645 3.985 10.761
O -8.590 -7.010 2.837
C -7.363 -7.405 3.319
C -7.245 -8.496 4.103
C -5.997 -8.942 4.549
C -4.847 -8.290 4.154
O -3.596 -8.776 4.349
C -4.945 -7.012 3.645
C -6.177 -6.558 3.163
H -8.533 -6.126 2.468
H -8.222 -8.882 4.356
H -5.968 -9.924 4.998
H -3.596 -9.706 4.113
H -4.066 -6.390 3.571
H -6.208 -5.574 2.718
C -11.232 3.855 6.932
O -11.216 2.458 6.767
C -10.394 1.805 7.626
C -10.744 0.362 7.642
O -12.102 0.042 7.946
C -12.590 -1.113 7.360
H -10.325 4.401 6.676
H -11.433 4.205 7.945
H -11.931 4.232 6.186
H -10.395 2.229 8.631
H -9.370 1.819 7.254
H -10.159 -0.058 8.460
H -10.360 -0.159 6.765
H -12.134 -1.024 6.374
H -13.641 -1.162 7.074
H -12.191 -2.057 7.731
C 7.586 2.359 5.948
O 7.608 0.951 5.688
C 8.632 0.298 6.453
C 8.249 -1.141 6.478
O 8.523 -1.608 7.725
C 8.361 -2.977 7.886
H 8.490 2.847 5.585
H 7.514 2.709 6.978
H 6.765 2.879 5.453
H 8.893 0.791 7.390
H 9.563 0.329 5.888
H 8.798 -1.675 5.703
H 7.163 -1.226 6.469
H 7.544 -3.312 7.247
H 8.082 -3.198 8.916
H 9.357 -3.415 7.813
C -0.344 -10.753 -3.653
O -0.352 -9.469 -4.400
C 0.154 -8.293 -3.686
C -0.997 -7.737 -2.978
O -2.151 -7.553 -3.795
C -2.247 -6.400 -4.660
H -1.280 -11.005 -3.156
H 0.344 -10.622 -2.818
H -0.071 -11.587 -4.300
H 0.296 -7.599 -4.514
H 0.977 -8.568 -3.026
H -0.605 -6.786 -2.618
H -1.210 -8.445 -2.177
H -2.220 -5.531 -4.003
H -3.201 -6.360 -5.188
H -1.438 -6.284 -5.381
*
```


Entry from the Open Molecules 2025 dataset: a molecular structure, C52H104O62S19 in a non-equilibrium geometry (ωB97M-V with the def2-TZVPD basis set).

Its LUMO energy is 0.2 eV. The energy above the lowest of the compared OMol25 structures with the same formula, charge and spin is 0.0 kJ/mol.

Structure (ORCA input):
```
! RIJCOSX wB97M-V def2-TZVPD def2/J DEFGRID3
* xyz 0 1
C 3.518 5.563 -5.786
C 2.560 4.844 -6.707
O 1.402 4.785 -5.907
S 1.606 4.811 -4.353
O 1.342 3.591 -3.717
O 1.033 6.008 -3.813
O 3.181 4.916 -4.526
H 3.309 6.642 -5.712
H 4.600 5.453 -5.975
H 2.862 3.822 -6.860
H 2.221 5.335 -7.628
C 6.500 -2.497 4.166
C 5.329 -3.322 3.627
O 5.522 -3.210 2.190
S 7.045 -3.198 1.715
O 7.116 -2.060 0.880
O 7.707 -4.425 1.342
O 7.548 -2.970 3.262
H 6.807 -2.627 5.197
H 6.287 -1.426 4.071
H 4.398 -2.935 3.948
H 5.491 -4.347 3.903
C 2.362 -3.674 7.329
C 0.854 -4.196 7.024
O 1.084 -5.261 6.068
S 2.328 -4.888 5.147
O 1.917 -3.846 4.294
O 3.007 -6.029 4.581
O 3.230 -4.292 6.306
H 2.641 -4.077 8.304
H 2.516 -2.638 7.255
H 0.218 -3.380 6.550
H 0.370 -4.537 7.915
C -4.093 -3.286 3.390
C -3.213 -2.406 2.498
O -2.129 -3.262 2.188
S -1.684 -3.940 3.538
O -1.150 -2.958 4.442
O -0.917 -5.085 3.156
O -3.225 -4.323 3.901
H -4.879 -3.821 2.838
H -4.468 -2.732 4.269
H -2.799 -1.490 2.996
H -3.676 -2.136 1.581
C 1.408 3.634 -0.756
C 0.085 3.772 -1.356
O -0.844 3.834 -0.236
S -0.108 3.923 1.170
O -0.083 2.587 1.686
O -0.622 5.057 1.933
O 1.293 4.342 0.576
H 2.137 4.152 -1.295
H 1.740 2.600 -0.599
H -0.135 2.988 -2.148
H -0.167 4.719 -1.835
C 3.169 -5.436 1.199
C 2.142 -4.305 1.336
O 2.167 -3.624 0.030
S 3.157 -4.307 -0.988
O 3.896 -3.329 -1.751
O 2.431 -5.328 -1.712
O 4.085 -5.013 0.086
H 2.884 -6.494 0.951
H 3.795 -5.510 2.083
H 2.394 -3.565 2.133
H 1.111 -4.554 1.511
C -3.218 5.285 3.966
C -2.400 5.578 5.209
O -1.950 4.342 5.708
S -2.508 3.090 4.925
O -3.180 2.150 5.747
O -1.466 2.640 4.059
O -3.701 3.955 4.154
H -2.651 5.336 3.051
H -4.151 5.915 3.947
H -2.958 5.987 6.068
H -1.527 6.163 5.040
C -4.493 2.926 0.020
C -4.551 3.990 -1.080
O -5.435 5.000 -0.524
S -5.617 4.832 1.051
O -6.941 4.361 1.228
O -5.178 5.983 1.804
O -4.591 3.662 1.279
H -3.523 2.465 -0.187
H -5.306 2.213 -0.059
H -5.086 3.770 -2.026
H -3.549 4.374 -1.311
C -2.969 -1.282 6.001
C -3.703 -0.999 7.352
O -2.747 -1.363 8.406
S -1.297 -0.912 7.879
O -0.348 -1.932 8.270
O -1.099 0.494 8.108
O -1.594 -1.098 6.341
H -3.270 -0.689 5.155
H -2.945 -2.347 5.701
H -4.638 -1.533 7.518
H -3.908 0.049 7.478
C 0.605 0.484 4.553
C 1.471 1.689 4.718
O 2.728 1.171 5.233
S 3.014 -0.184 4.499
O 3.611 -1.085 5.421
O 3.570 -0.028 3.216
O 1.500 -0.671 4.402
H -0.004 0.563 3.667
H 0.060 0.203 5.452
H 1.062 2.377 5.403
H 1.599 2.146 3.787
C -6.287 -2.284 -3.366
C -7.100 -2.621 -2.058
O -6.395 -1.897 -1.053
S -5.388 -0.802 -1.593
O -4.055 -1.146 -1.344
O -5.803 0.474 -1.020
O -5.868 -0.957 -3.094
H -6.958 -2.189 -4.197
H -5.473 -3.012 -3.538
H -7.120 -3.700 -1.878
H -8.148 -2.335 -2.007
C 6.297 0.857 0.262
C 6.909 0.502 -1.048
O 5.874 0.960 -1.914
S 5.207 2.316 -1.378
O 3.821 2.015 -1.437
O 5.789 3.498 -1.898
O 5.842 2.220 0.056
H 6.933 0.823 1.121
H 5.397 0.303 0.429
H 6.952 -0.617 -1.152
H 7.796 1.013 -1.323
C 4.460 -1.297 -4.392
C 3.389 -0.730 -3.492
C 3.072 0.620 -4.047
S 2.723 0.272 -5.756
O 2.798 1.518 -6.505
O 1.564 -0.572 -5.737
C 4.183 -0.842 -5.942
H 4.641 -2.338 -4.237
H 5.422 -0.812 -4.165
H 3.641 -0.674 -2.463
H 2.462 -1.302 -3.497
H 3.885 1.334 -4.126
H 2.214 1.082 -3.554
H 4.982 -0.328 -6.459
H 3.759 -1.676 -6.582
C -1.472 0.990 -5.815
C -1.336 -0.329 -5.021
C -2.316 -0.305 -3.863
S -2.832 1.363 -3.702
O -2.723 1.836 -2.298
O -4.112 1.607 -4.370
C -1.488 1.966 -4.665
H -2.394 1.075 -6.428
H -0.606 1.108 -6.454
H -0.288 -0.364 -4.672
H -1.536 -1.180 -5.670
H -1.963 -0.644 -2.916
H -3.183 -0.927 -4.070
H -0.573 1.748 -4.155
H -1.571 3.041 -4.730
C 0.773 -4.094 -5.085
C -0.587 -3.940 -4.548
C -1.636 -4.158 -5.702
S -0.844 -5.420 -6.724
O -0.769 -4.928 -8.037
O -1.580 -6.647 -6.451
C 0.779 -5.364 -5.821
H 1.442 -4.041 -4.229
H 1.058 -3.321 -5.703
H -0.683 -2.917 -4.185
H -0.771 -4.714 -3.716
H -1.736 -3.325 -6.422
H -2.612 -4.557 -5.413
H 1.639 -5.500 -6.546
H 0.663 -6.256 -5.157
C 1.341 -0.536 1.259
C -0.111 -0.929 1.217
C -0.772 -0.107 0.172
S 0.292 -0.306 -1.190
O 0.442 0.851 -2.035
O 0.000 -1.532 -1.840
C 1.823 -0.517 -0.226
H 1.926 -1.158 1.881
H 1.421 0.448 1.638
H -0.674 -0.760 2.175
H -0.273 -2.050 1.059
H -0.980 0.893 0.436
H -1.806 -0.413 -0.143
H 2.383 0.401 -0.422
H 2.345 -1.467 -0.547
C 4.539 7.999 -3.063
C 5.467 7.371 -2.087
C 6.488 6.611 -2.999
S 6.649 7.682 -4.451
O 6.091 7.091 -5.647
O 7.992 8.229 -4.409
C 5.360 8.838 -3.917
H 3.760 8.575 -2.551
H 3.965 7.246 -3.493
H 5.013 6.569 -1.452
H 5.949 8.042 -1.360
H 6.053 5.584 -3.344
H 7.502 6.522 -2.623
H 4.877 9.327 -4.792
H 5.885 9.675 -3.359
C -7.861 1.625 2.859
C -7.243 2.560 3.905
C -6.365 1.670 4.829
S -5.821 0.237 3.891
O -6.096 -0.933 4.738
O -4.448 0.407 3.391
C -7.053 0.340 2.665
H -8.019 2.205 2.015
H -8.915 1.437 3.179
H -7.913 3.115 4.607
H -6.522 3.295 3.420
H -6.986 1.199 5.596
H -5.481 2.079 5.236
H -7.544 -0.636 2.813
H -6.525 0.232 1.744
C -1.693 -6.106 -1.136
C -1.156 -4.672 -1.106
C -2.357 -3.691 -1.196
S -3.827 -4.690 -0.754
O -4.508 -4.919 -1.998
O -4.657 -4.225 0.362
C -2.981 -6.192 -0.294
H -0.884 -6.759 -0.769
H -1.982 -6.413 -2.155
H -0.376 -4.506 -1.815
H -0.692 -4.679 -0.091
H -2.590 -3.327 -2.185
H -2.271 -2.856 -0.506
H -3.794 -6.977 -0.497
H -2.887 -6.183 0.777
*
```


These records have HOMO-LUMO gap values of 8.099, 10.122 eV, in the order they appear.